No. 1
# C16H14AuNO5

A molecular structure, C16H14AuNO5 (ωB97M-V/def2-TZVPD, the OMol25 dataset).

Geometry as XYZ:
```
37
Properties=species:S:1:pos:R:3
Au -0.05 0.57 0.51
O -4.58 0.92 -0.34
C -3.52 0.28 -0.27
O -2.67 0.26 0.65
C -3.21 -0.65 -1.49
C -2.55 -1.98 -1.11
C -2.72 -2.97 -2.28
C -1.65 -2.45 -3.27
C -1.11 -1.23 -2.50
O -1.15 -1.72 -1.16
C -2.16 -0.11 -2.53
C -1.54 1.30 -2.29
O -1.84 2.18 -3.10
O -0.68 1.42 -1.36
H -4.16 -0.82 -2.00
H -2.82 -2.34 -0.12
H -2.50 -4.00 -1.97
H -3.73 -2.95 -2.69
H -0.86 -3.19 -3.41
H -2.05 -2.19 -4.25
H -0.10 -0.91 -2.73
H -2.63 -0.06 -3.52
C 0.97 -0.04 2.17
C 2.17 0.76 2.43
C 2.13 1.91 3.25
C 3.26 2.64 3.53
C 4.50 2.26 3.01
C 4.57 1.12 2.18
C 3.43 0.40 1.91
C 5.68 2.99 3.32
N 6.64 3.57 3.59
H 0.29 0.01 3.03
H 1.24 -1.08 1.99
H 1.18 2.22 3.64
H 3.20 3.52 4.16
H 5.52 0.82 1.76
H 3.49 -0.46 1.25
```

Summary:
Frontier orbital gap, eV: 6.4
LUMO level, eV: 4.96
Net charge: -2

No. 2
# C42H34N5OP2S2Se2Ti

A molecular structure, C42H34N5OP2S2Se2Ti (ωB97M-V/def2-TZVPD, the OMol25 dataset).

Geometry as XYZ:
```
89
Properties=species:S:1:pos:R:3
Ti 0.19 0.03 0.39
C -1.61 -3.49 2.22
C -1.49 -2.18 1.51
N -0.24 -1.76 1.09
N 0.84 -2.56 1.41
C 1.98 -2.24 0.87
S 2.30 -0.95 -0.32
S 3.35 -3.25 1.42
C 3.39 -2.74 3.16
C 2.38 -3.40 4.07
C 1.34 -2.66 4.63
C 0.41 -3.27 5.47
C 0.50 -4.62 5.76
C 1.53 -5.37 5.19
C 2.45 -4.76 4.36
C -2.68 -1.40 1.26
C -3.95 -1.94 1.59
C -5.14 -1.27 1.39
C -5.14 0.01 0.83
C -3.91 0.58 0.49
C -2.72 -0.08 0.68
O -1.58 0.56 0.33
H -0.63 -3.83 2.56
H -2.03 -4.27 1.57
H -2.27 -3.41 3.09
H 3.25 -1.66 3.17
H 4.40 -2.97 3.50
H 1.25 -1.61 4.38
H -0.39 -2.67 5.89
H -0.22 -5.09 6.41
H 1.60 -6.43 5.40
H 3.24 -5.36 3.90
H -3.98 -2.94 2.01
H -6.07 -1.75 1.67
H -6.06 0.55 0.67
H -3.86 1.57 0.05
Se 2.04 5.97 3.59
P 1.47 4.13 4.44
C -0.03 4.28 5.46
C -1.13 3.45 5.28
C -2.28 3.64 6.04
C -2.32 4.65 6.99
C -1.22 5.49 7.17
C -0.09 5.31 6.39
C 2.76 3.48 5.51
C 2.56 3.23 6.86
C 3.59 2.72 7.65
C 4.82 2.45 7.08
C 5.03 2.69 5.72
C 4.01 3.21 4.94
C 1.08 2.71 3.38
C 0.90 2.38 2.05
N 0.82 1.03 2.02
N 0.96 0.55 3.25
N 1.13 1.54 4.08
P 0.67 3.30 0.48
Se 0.67 2.09 -1.30
C -0.85 4.28 0.64
C -1.12 5.04 1.77
C -2.30 5.77 1.86
C -3.21 5.73 0.82
C -2.95 4.97 -0.31
C -1.77 4.24 -0.40
C 2.07 4.42 0.42
C 3.36 3.90 0.59
C 4.45 4.74 0.49
C 4.28 6.09 0.20
C 3.00 6.60 0.01
C 1.90 5.76 0.12
H -1.10 2.65 4.55
H -3.13 3.00 5.90
H -3.21 4.80 7.59
H -1.26 6.29 7.90
H 0.76 5.98 6.50
H 1.59 3.42 7.31
H 3.42 2.53 8.70
H 5.61 2.03 7.68
H 5.99 2.47 5.27
H 4.17 3.41 3.89
H -0.41 5.10 2.59
H -2.49 6.36 2.75
H -4.13 6.29 0.88
H -3.67 4.92 -1.12
H -1.56 3.62 -1.26
H 3.49 2.85 0.80
H 5.45 4.34 0.63
H 5.14 6.74 0.13
H 2.87 7.65 -0.21
H 0.90 6.17 -0.01
```

Summary:
Multiplicity: 3
Frontier orbital gap (spin up / spin down), eV: 4.6 / 7.1
ΔE to the lowest compared entry with this formula, charge and spin, eV: 0.000
LUMO level (spin up / spin down), eV: 2.19 / 2.19
<S²>: 2.040
Net charge: -1

No. 3
# C21H27N3O5S

A single C21H27N3O5S molecule (ωB97M-V/def2-TZVPD, the OMol25 dataset).

Geometry as XYZ:
```
57
Properties=species:S:1:pos:R:3
C 4.56 2.74 1.28
O 3.58 2.49 0.30
C 4.00 1.68 -0.77
C 4.19 0.20 -0.39
O 3.02 -0.30 0.22
C 2.03 -0.68 -0.61
O 2.15 -0.73 -1.81
C 0.80 -1.07 0.10
C 0.35 -0.51 1.25
C 0.99 0.58 2.04
N -0.88 -0.91 1.75
C -1.82 -1.44 0.91
S -3.51 -1.40 1.43
C -3.64 0.35 1.98
C -2.83 1.28 1.09
O -1.97 1.99 1.57
N -3.15 1.19 -0.21
C -2.53 1.94 -1.30
C -3.20 1.47 -2.59
C -2.79 3.44 -1.08
C -1.03 1.66 -1.35
C -1.47 -1.95 -0.29
C -2.42 -2.27 -1.26
N -3.19 -2.47 -2.09
C 0.00 -2.15 -0.60
C 0.44 -3.51 -0.13
C 0.62 -4.02 1.12
C 1.02 -5.36 0.95
C 1.05 -5.57 -0.40
O 0.70 -4.45 -1.06
H 5.48 3.13 0.82
H 4.80 1.85 1.86
H 4.13 3.49 1.94
H 3.21 1.75 -1.52
H 4.94 2.06 -1.20
H 4.42 -0.37 -1.30
H 4.99 0.07 0.34
H 1.37 0.19 2.98
H 1.81 1.04 1.50
H 0.24 1.34 2.26
H -1.19 -0.45 2.59
H -4.71 0.58 1.92
H -3.32 0.44 3.02
H -3.84 0.51 -0.48
H -2.77 1.98 -3.45
H -3.06 0.40 -2.72
H -4.27 1.69 -2.57
H -2.35 4.02 -1.89
H -3.85 3.64 -1.03
H -2.33 3.75 -0.14
H -0.57 2.23 -2.16
H -0.56 1.95 -0.42
H -0.84 0.61 -1.53
H 0.18 -2.10 -1.67
H 0.49 -3.50 2.05
H 1.25 -6.07 1.71
H 1.30 -6.43 -0.99
```

Summary:
Frontier orbital gap, eV: 8.7
ΔE to the lowest compared entry with this formula, charge and spin, eV: 2.059
LUMO level, eV: 0.29
SMILES string: COCCOC(=O)C1=C(C)NC(SCC(=O)NC(C)(C)C)=C(C#N)[C@@H]1c1ccco1

No. 4
# C50H41AsBrN4O5S4Ti

A molecular structure, C50H41AsBrN4O5S4Ti (ωB97M-V/def2-TZVPD, the OMol25 dataset).

Geometry as XYZ:
```
107
Properties=species:S:1:pos:R:3
Ti 0.03 0.49 0.22
C -3.04 1.34 3.27
C -1.78 0.56 3.44
N -0.95 0.19 2.50
C 0.01 -0.65 3.13
C -0.28 -0.72 4.52
N -1.42 0.07 4.65
C 0.30 -1.34 5.65
O 1.39 -2.11 5.46
O -0.18 -1.20 6.80
C 0.97 -1.30 2.34
O 1.74 -2.18 2.80
O 0.99 -0.93 1.07
H -3.22 1.54 2.22
H -3.00 2.29 3.80
H -3.88 0.76 3.66
H -1.87 0.22 5.54
H 1.56 -2.19 4.48
S -0.31 0.06 -2.36
C 0.68 -1.02 -3.32
C 0.10 -1.69 -4.42
C 0.86 -2.53 -5.22
C 2.21 -2.73 -4.95
C 2.79 -2.08 -3.87
C 2.05 -1.22 -3.07
As 2.67 -0.28 -1.47
C 4.50 -1.04 -1.46
C 4.71 -2.08 -0.57
C 5.93 -2.74 -0.51
C 6.97 -2.34 -1.33
C 6.78 -1.28 -2.22
C 5.55 -0.64 -2.28
C 3.14 1.44 -2.30
C 4.04 2.25 -1.62
C 4.36 3.51 -2.10
C 3.77 3.98 -3.27
C 2.87 3.17 -3.96
C 2.56 1.91 -3.48
H -0.95 -1.53 -4.62
H 0.40 -3.03 -6.06
H 2.80 -3.39 -5.57
H 3.84 -2.24 -3.66
H 3.90 -2.38 0.10
H 6.08 -3.56 0.19
H 7.93 -2.84 -1.29
H 7.59 -0.97 -2.87
H 5.40 0.17 -2.98
H 4.49 1.90 -0.70
H 5.05 4.14 -1.55
H 4.02 4.97 -3.64
H 2.42 3.53 -4.87
H 1.86 1.28 -4.02
Br -2.90 -3.74 3.37
C -1.84 -3.41 1.83
C -0.95 -4.36 1.38
C -0.25 -4.06 0.22
C -0.46 -2.84 -0.40
N -1.29 -1.91 0.06
C -1.99 -2.21 1.15
H -0.79 -5.28 1.93
H 0.47 -4.76 -0.19
H 0.08 -2.59 -1.30
H -2.69 -1.47 1.50
O -1.60 1.28 -0.09
C -2.45 2.35 -0.36
C -2.34 2.86 -1.80
C -1.21 3.07 -2.53
C -1.47 3.58 -3.83
C -2.80 3.76 -4.07
S -3.74 3.28 -2.72
C -3.88 1.84 -0.15
C -5.05 2.47 0.14
C -6.17 1.58 0.19
C -5.81 0.29 -0.06
S -4.13 0.15 -0.35
C -2.14 3.54 0.57
C -1.27 3.57 1.61
C -1.18 4.84 2.23
C -1.98 5.77 1.65
S -2.84 5.10 0.32
H -0.23 2.85 -2.15
H -0.69 3.79 -4.56
H -3.28 4.13 -4.96
H -5.13 3.54 0.31
H -7.18 1.89 0.43
H -6.44 -0.58 -0.08
H -0.68 2.71 1.89
H -0.53 5.06 3.07
H -2.12 6.81 1.92
C 1.00 4.58 -0.37
C 1.99 4.09 0.64
C 2.87 5.01 1.20
C 3.86 4.63 2.09
C 3.96 3.29 2.40
C 3.10 2.33 1.87
C 3.34 0.89 2.23
C 2.05 2.72 0.99
N 1.16 1.80 0.47
H 0.63 5.57 -0.11
H 0.16 3.90 -0.42
H 1.45 4.64 -1.36
H 2.77 6.06 0.91
H 4.54 5.36 2.52
H 4.75 2.95 3.07
H 4.40 0.71 2.37
H 2.97 0.23 1.46
H 2.83 0.62 3.16
```

Summary:
Multiplicity: 2
Frontier orbital gap (spin up / spin down), eV: 3.3 / 6.1
ΔE to the lowest compared entry with this formula, charge and spin, eV: 0.955
LUMO level (spin up / spin down), eV: 3.69 / 3.69
<S²>: 0.763
Net charge: -2

Short version: max |F| = 0.51 1.67 1.17 1.95 eV/A, in the order given.